Molecular formula: C39H72N4O3PPdS2Si2
Method: DFT, the ωB97M-V functional and the def2-TZVPD basis

XYZ file:
```
124
Properties=species:S:1:pos:R:3
C 3.696 0.732 3.816
H -3.302 -3.690 3.433
C 2.447 -4.226 -0.424
H -3.968 -2.177 2.791
H -6.886 -0.711 -0.292
C 0.345 -5.091 -1.174
C -1.799 0.039 -4.999
H -3.420 -3.424 -4.573
C 1.186 -0.377 -3.166
H -6.623 -1.110 -2.747
C -0.412 2.220 -0.897
H 0.671 -3.617 2.543
H -0.248 -5.874 -1.624
C -1.706 -3.669 -0.838
H -1.305 2.458 4.921
C -0.104 3.254 3.313
Pd -0.702 -1.282 0.404
H 0.754 2.874 -3.143
H 3.512 -4.314 -0.269
H -5.933 -2.161 -0.579
H -1.678 4.704 3.598
C -2.447 1.897 -2.289
C 2.282 4.128 -0.411
H 5.165 2.243 -0.134
H -2.723 2.899 -1.950
H -4.987 0.411 0.477
H -1.371 1.018 -5.142
C -0.693 2.089 4.097
H 4.699 2.633 4.077
O 2.492 1.378 3.355
H -2.077 -2.456 -2.766
H -2.916 1.175 -1.613
Si 1.716 1.607 1.949
N 0.483 -2.917 -0.204
H 2.031 -0.596 -1.154
C -0.384 -3.886 2.578
C -2.611 -4.680 -1.449
H -0.113 -1.125 4.153
H 2.204 -6.149 -1.342
C 4.414 2.840 -0.652
H -0.782 1.601 -0.088
H 2.684 -1.156 4.065
H 3.952 -0.434 2.013
H 3.070 4.179 2.239
H 4.339 4.874 1.226
H 2.300 -2.235 0.442
H -3.728 -2.174 -6.689
H 1.969 3.679 -1.356
C 1.717 -5.241 -1.012
H -1.322 1.484 3.441
H 2.233 1.001 -1.828
C -2.204 -1.900 -3.679
C -0.248 -3.917 -0.746
H 0.676 2.207 -0.854
C 4.459 1.744 4.657
C -5.946 -1.079 -0.702
H -4.863 -1.082 -2.576
O 2.652 1.992 0.673
C -1.172 -1.336 4.031
H 1.737 1.428 -4.286
H -0.735 3.246 -0.705
H 5.408 -0.297 3.014
C 1.221 -1.876 -3.498
H 4.601 3.317 2.011
P -0.521 -0.058 -2.423
S -2.458 -0.100 1.054
C 3.242 -0.442 4.674
H 2.512 -0.054 -4.811
H 0.095 1.454 4.504
H 4.100 -0.952 5.114
C 3.856 3.942 1.521
C -3.141 -1.751 -5.885
H 0.669 -2.095 -4.412
H 1.402 4.278 0.214
C 1.790 -3.068 -0.029
C 2.219 -0.060 -2.084
H 4.877 1.072 2.027
H -1.706 -0.387 3.992
H 4.016 2.252 -1.480
C -1.210 4.154 2.781
C -5.798 -0.697 -2.167
C -0.322 2.773 -3.274
C -1.600 -0.652 -3.800
H 2.597 -0.090 5.480
Si -1.506 -2.397 2.546
N -2.091 -2.525 -0.390
H -0.580 -4.364 3.544
O 0.573 2.744 2.143
H -2.693 0.063 -6.941
H -1.530 -1.894 4.903
H -0.520 2.548 -4.318
N -3.402 -2.151 -0.502
H 1.716 3.445 4.468
H 4.900 3.728 -1.059
H -5.807 0.387 -2.292
C -3.636 -1.028 0.132
S 0.962 -0.383 1.669
H -2.866 1.745 -3.282
H -3.601 -3.522 1.702
H 2.725 5.100 -0.629
H 0.804 -2.495 -2.701
H 1.232 4.924 3.614
H 0.835 0.238 -5.240
C -2.558 -0.500 -6.026
H 3.217 -0.330 -2.443
C -3.269 -2.989 2.593
H 0.363 4.416 5.065
H 5.390 1.307 5.020
C 4.535 0.241 2.643
H 3.863 2.048 5.519
H -3.632 -4.311 -1.479
N -4.879 -0.529 0.132
C -2.964 -2.450 -4.702
H -0.797 4.872 2.071
H 2.261 -2.177 -3.646
H -0.758 3.755 -3.066
C 3.293 3.238 0.296
C 1.570 0.367 -4.446
H -0.592 -4.622 1.801
C 0.867 4.057 4.167
H -2.283 -4.910 -2.465
C -0.916 1.780 -2.269
H -1.979 3.566 2.276
H -2.577 -5.606 -0.871
```

Highest occupied orbital energy ... -0.37859 Eh
LUMO ... -3.5 eV
Charge ... +1

Atom charges from the Löwdin analysis, given in e for atoms 1 to 99:
1. C -0.627
2. H 0.050
3. C -0.013
4. H 0.038
5. H 0.119
6. C 0.013
7. C -0.097
8. H 0.103
9. C -0.677
10. H 0.080
11. C -0.145
12. H 0.030
13. H 0.120
14. C -0.287
15. H 0.102
16. C -0.619
17. Pd 0.489
18. H 0.061
19. H 0.120
20. H 0.111
21. H 0.092
22. C -0.091
23. C -0.021
24. H 0.085
25. H 0.094
26. H 0.128
27. H 0.084
28. C -0.034
29. H 0.073
30. O -0.167
31. H 0.053
32. H 0.048
33. Si -0.076
34. N -0.025
35. H 0.032
36. C -0.182
37. C -0.004
38. H 0.002
39. H 0.122
40. C -0.014
41. H -0.008
42. H 0.063
43. H 0.066
44. H 0.076
45. H 0.100
46. H 0.058
47. H 0.108
48. H 0.067
49. C -0.017
50. H 0.047
51. H 0.054
52. C -0.117
53. C -0.242
54. H 0.037
55. C -0.016
56. C -0.222
57. H 0.053
58. O -0.156
59. C -0.228
60. H 0.065
61. H 0.100
62. H 0.097
63. C -0.093
64. H 0.070
65. P 1.168
66. S 0.698
67. C -0.027
68. H 0.092
69. H 0.081
70. H 0.092
71. C -0.014
72. C -0.074
73. H 0.085
74. H 0.080
75. C -0.142
76. C -0.096
77. H 0.070
78. H 0.006
79. H 0.072
80. C -0.021
81. C -0.072
82. C -0.074
83. C -0.348
84. H 0.091
85. Si 0.479
86. N -0.145
87. H 0.052
88. O -0.138
89. H 0.110
90. H 0.052
91. H 0.064
92. N 0.047
93. H 0.074
94. H 0.096
95. H 0.077
96. C -0.739
97. S 0.452
98. H 0.074
99. H 0.028

Molecular formula: C39H73BF2N5O10S2
Method: DFT, the ωB97M-V functional and the def2-TZVPD basis

XYZ file:
```
132
Properties=species:S:1:pos:R:3
N -7.033 -2.498 -4.253
C -2.445 10.276 -2.461
C -6.289 -1.272 -3.919
H 6.598 1.165 -0.977
C 7.486 5.062 1.288
H 6.592 4.748 0.744
O -7.609 -3.375 -1.669
H -5.097 -1.154 -0.592
H 0.707 -5.347 -4.756
H -4.321 0.825 -2.808
H 5.600 -4.144 2.683
C 6.468 -3.598 2.310
H 2.235 -4.672 -1.651
H -2.492 -7.108 5.752
H -1.333 -2.059 1.894
C -3.007 -0.949 -1.578
H -1.285 -6.957 2.130
H 7.021 2.087 0.502
F 0.716 0.481 -4.181
C 7.283 4.861 2.766
C -5.029 0.643 -1.923
H -4.716 10.511 -0.759
H -3.781 10.559 0.748
H 1.237 1.460 2.479
H 1.441 -2.365 0.328
S -6.622 -0.173 -2.471
C 1.288 -2.817 -0.731
H 0.688 -0.127 1.904
H -0.502 3.491 2.212
H 1.455 -3.800 -3.490
N -0.324 -1.654 -2.367
C -8.474 -2.428 -3.869
C -0.996 2.890 1.445
H -9.428 -2.203 -1.784
H -1.226 6.878 0.075
C -4.306 -0.358 -0.842
C -0.585 -2.436 -3.617
H 5.205 5.330 2.971
C -7.045 -4.433 -2.488
C 0.668 0.947 1.701
H -8.770 -1.306 -3.901
C -1.480 -7.403 3.108
C 6.159 5.618 3.421
C 1.062 -1.607 -1.821
C 2.843 -4.572 0.488
H -1.597 9.681 -2.805
H -0.623 -1.702 -4.506
H -0.215 -4.224 -1.240
H 5.804 -0.909 0.542
S -5.032 -0.837 -4.982
C -0.523 6.990 2.092
H 0.517 6.602 0.271
C -6.355 -3.739 -3.770
H 6.231 0.012 2.021
H 3.213 -5.649 0.336
H 9.267 -3.558 1.778
H 9.753 -3.614 3.485
H -5.228 1.689 -1.465
C 8.976 -3.278 2.794
C 1.920 -0.256 -4.007
H -2.346 -0.055 -1.866
C -0.756 1.428 1.706
H -0.809 -8.253 3.245
H -7.825 -5.228 -2.805
N -2.285 -2.021 -0.809
C -1.236 -6.377 4.182
H -3.615 11.884 -0.422
C -8.807 -2.962 -2.383
C 6.217 1.815 -0.186
H -5.287 -3.421 -3.446
C 2.299 -1.164 -2.748
C 2.528 -3.819 -0.928
C -1.652 7.732 2.756
H 4.569 -0.557 1.768
C -1.053 -2.321 -1.231
H 7.707 6.111 1.081
C -3.763 10.807 -0.316
H 6.320 6.693 3.310
O 3.987 1.570 0.606
H -1.659 -2.873 -3.536
O 2.760 -0.219 -4.949
O -1.904 9.323 -0.349
B -2.826 -2.779 0.386
H -1.330 -3.901 1.675
C 0.388 -3.678 -3.877
C 5.460 -0.169 1.269
H -1.671 7.486 3.820
O -1.679 0.659 1.914
H 6.131 5.376 4.485
C -2.020 -2.976 1.800
H -2.521 -7.734 3.140
C 5.116 1.116 0.566
H 1.847 -4.577 1.055
H 3.472 -3.327 -1.362
H 3.034 -0.592 -2.059
C -0.332 7.198 0.614
O 8.001 4.115 3.407
H -0.620 3.157 0.455
H -1.239 -5.964 6.274
N -0.108 -3.351 -0.699
H 6.261 -2.527 2.370
H 1.118 1.128 0.722
H 0.992 -0.703 -1.091
H 5.822 2.726 -0.641
C 7.670 -3.936 3.152
C -2.635 10.066 -0.982
H -3.340 9.957 -3.000
H -1.503 8.808 2.647
H -4.046 0.318 0.059
F 3.783 -3.757 1.228
C -1.453 -6.804 5.609
O 7.588 -4.710 4.087
H 8.881 -2.193 2.875
H -0.125 8.249 0.412
H -2.605 7.435 2.311
H -0.780 -7.627 5.858
H -9.158 -2.942 -4.640
H 8.331 4.455 0.953
N -0.065 -4.648 -4.673
H -2.238 11.330 -2.662
H -6.197 -4.907 -1.859
H -3.378 -1.400 -2.582
O -0.876 -5.246 3.908
H -2.733 -3.097 2.685
O -4.159 -3.376 0.343
H -4.248 -3.874 -0.515
H 2.860 -2.101 -3.106
H -2.069 3.093 1.479
H -6.223 -4.547 -4.579
H -9.484 -3.899 -2.497
H 6.647 -3.891 1.273
O 0.207 6.248 2.728
```

Highest occupied orbital energy ... -0.39234 Eh
LUMO ... -3.9 eV
Charge ... +1

Atom charges from the Löwdin analysis, given in e for atoms 1 to 99:
1. N -0.201
2. C -0.019
3. C -0.974
4. H 0.089
5. C -0.031
6. H 0.072
7. O -0.192
8. H 0.096
9. H 0.059
10. H 0.055
11. H 0.073
12. C -0.037
13. H 0.113
14. H 0.089
15. H 0.063
16. C -0.112
17. H 0.073
18. H 0.084
19. F 0.039
20. C -0.505
21. C -0.447
22. H 0.088
23. H 0.082
24. H 0.099
25. H 0.159
26. S 0.853
27. C -0.226
28. H 0.072
29. H 0.087
30. H 0.100
31. N -0.052
32. C -0.155
33. C -0.014
34. H 0.136
35. H 0.080
36. C -0.198
37. C -0.109
38. H 0.086
39. C -0.173
40. C -0.022
41. H 0.118
42. C -0.024
43. C -0.023
44. C -0.223
45. C -0.125
46. H 0.085
47. H 0.144
48. H 0.144
49. H 0.084
50. S 0.616
51. C -0.497
52. H 0.081
53. C -0.148
54. H 0.093
55. H 0.135
56. H 0.085
57. H 0.086
58. H 0.103
59. C -0.024
60. C -0.287
61. H 0.157
62. C -0.494
63. H 0.088
64. H 0.137
65. N 0.153
66. C -0.496
67. H 0.090
68. C -0.186
69. C -0.019
70. H 0.105
71. C -0.021
72. C -0.106
73. C -0.023
74. H 0.083
75. C -0.113
76. H 0.088
77. C -0.018
78. H 0.087
79. O 0.048
80. H 0.139
81. O 0.090
82. O 0.036
83. B -0.387
84. H 0.070
85. C -0.173
86. C -0.033
87. H 0.082
88. O 0.041
89. H 0.085
90. C -0.005
91. H 0.089
92. C -0.499
93. H 0.123
94. H 0.127
95. H 0.153
96. C -0.041
97. O 0.058
98. H 0.090
99. H 0.087

Molecular formula: C39H75F5O27
Method: DFT, the ωB97M-V functional and the def2-TZVPD basis

XYZ file:
```
146
Properties=species:S:1:pos:R:3
H -10.234 10.066 36.394
H -10.841 8.662 35.550
C -10.701 7.623 24.550
C -3.860 11.840 24.094
C -16.910 5.929 26.136
H -6.671 3.548 24.111
H -7.591 2.297 29.436
O -6.728 10.849 21.196
H -9.704 1.717 22.954
H -11.617 8.782 28.963
O -10.337 10.846 31.384
F -8.323 8.569 22.004
C -5.399 8.566 22.793
H -10.464 1.331 24.479
H -8.391 10.673 22.273
H -8.157 12.905 27.326
O -6.294 7.669 22.283
C -9.378 3.510 25.544
H -9.949 8.365 24.844
H -4.317 7.295 27.101
C -6.447 4.531 24.514
O -7.625 11.037 26.932
H -9.069 9.058 30.158
O -3.469 10.919 26.077
O -8.692 8.601 32.069
H -4.736 11.502 21.058
H -3.619 8.028 28.485
H -7.212 12.681 16.870
C -5.293 12.117 30.621
O -13.412 7.933 28.479
H -12.704 9.885 28.124
C -9.065 11.621 33.069
O -5.881 3.384 29.101
H -6.020 11.475 30.118
H -5.933 4.798 30.461
H -5.536 4.388 25.194
H -13.460 7.381 26.501
H -5.858 5.141 27.493
C -5.448 13.566 30.191
F -9.620 11.481 24.743
C -2.891 10.910 24.838
O -9.032 2.832 24.396
H -7.624 8.019 30.374
H -8.021 6.860 23.059
H -5.484 9.952 19.289
O -8.237 9.052 27.697
H -16.086 7.425 27.995
H -5.400 8.111 28.191
H -12.163 11.106 22.411
H -4.665 13.874 29.555
H -6.026 1.417 29.546
O -6.723 11.322 18.325
H -4.301 11.621 30.530
O -11.909 8.306 24.279
H -10.237 9.858 33.223
O -4.732 6.269 28.933
H -4.595 11.443 18.728
H -7.238 7.828 25.023
H -8.328 11.092 33.626
O -4.314 12.688 25.126
H -17.758 6.530 26.509
H -14.434 8.765 26.861
O -7.519 5.042 25.253
H -7.679 12.621 25.554
C -5.695 11.576 20.588
C -4.496 7.451 28.132
H -7.513 3.256 26.363
H -5.819 12.649 20.483
O -5.834 13.870 33.508
C -5.606 13.490 32.413
H -3.465 12.410 23.273
O -5.512 12.238 32.026
C -8.504 10.064 27.124
H -8.138 12.309 21.592
C -6.547 2.329 29.791
H -6.665 6.455 28.483
O -9.004 9.245 34.890
H -13.909 12.487 23.129
C -8.131 4.081 26.113
H -7.742 7.488 34.995
H -7.467 9.650 30.804
H -7.475 4.578 29.481
O -4.536 12.410 27.382
C -8.420 8.078 34.369
C -5.907 5.642 28.467
C -15.282 6.970 27.408
H -7.955 9.361 24.432
F -1.631 11.517 24.988
C -5.533 11.034 19.189
O -9.685 10.480 26.796
H -6.999 9.177 33.190
H -10.497 12.380 26.281
H -8.484 4.656 26.936
C -7.559 7.848 22.903
F -6.610 13.681 29.480
H -10.335 6.986 23.739
H -6.187 5.314 23.790
C -6.628 12.633 17.801
C -4.143 12.064 26.294
H -9.287 12.486 33.691
H -2.813 9.891 24.428
C -8.230 12.253 26.469
H -9.273 7.431 34.121
H -15.072 5.970 27.882
H -6.520 2.469 30.849
C -12.277 10.479 23.308
H -7.086 13.274 18.520
H -10.935 8.953 22.460
H -11.730 10.963 24.097
C -14.116 7.795 27.219
H -5.592 12.911 17.614
O -15.729 6.682 26.097
C -14.083 11.850 24.020
C -9.937 9.101 35.931
F -11.506 11.404 33.313
C -6.403 4.628 29.466
H -7.104 11.785 22.984
O -5.908 9.118 23.931
C -8.199 8.849 30.812
H -15.145 11.806 24.199
H -17.144 5.667 25.093
O -8.715 12.181 31.793
H -9.611 8.523 36.816
H -13.617 12.337 24.855
H -11.936 8.608 27.174
C -7.244 8.585 24.221
H -12.679 8.556 22.466
C -7.610 11.476 22.092
H -10.874 6.988 25.451
C -7.726 8.396 33.073
O -4.368 8.933 22.330
H -9.821 2.903 26.390
C -10.370 10.833 32.819
O -13.654 10.488 23.706
C -10.144 2.141 23.819
O -5.535 14.349 31.312
C -11.873 9.003 23.027
C -9.637 11.727 26.114
C -12.353 8.814 28.148
H -10.223 4.228 25.331
C -9.455 11.685 30.816
O -9.472 12.097 29.681
H -10.999 2.819 23.590
H -7.086 7.486 32.792
H -16.848 5.024 26.702
H -4.646 11.178 23.735
```

Highest occupied orbital energy ... -0.35032 Eh
Structure (SMILES) ... O=C1OC[C@@H](F)O1.O=C1OC[C@@H](F)O1.O=C1OC[C@@H](F)O1.O=C1OC[C@@H](F)O1.O=C1OC[C@@H](F)O1.COCCOC.COCCOC.COCCOC.COCCOC.COCCOC.COCCOC
ΔE to the lowest compared entry with this formula, charge and spin ... 0.620 eV
LUMO ... 0.5 eV

Atom charges from the Löwdin analysis, given in e for atoms 1 to 99:
1. H 0.102
2. H 0.082
3. C -0.102
4. C -0.059
5. C -0.129
6. H 0.084
7. H 0.090
8. O -0.179
9. H 0.075
10. H 0.088
11. O 0.107
12. F 0.040
13. C -0.532
14. H 0.089
15. H 0.092
16. H 0.125
17. O 0.125
18. C -0.264
19. H 0.070
20. H 0.061
21. C -0.105
22. O 0.061
23. H 0.097
24. O 0.134
25. O -0.172
26. H 0.101
27. H 0.094
28. H 0.093
29. C -0.030
30. O -0.154
31. H 0.105
32. C -0.019
33. O -0.198
34. H 0.129
35. H 0.143
36. H 0.106
37. H 0.109
38. H 0.116
39. C -0.347
40. F 0.014
41. C -0.264
42. O -0.180
43. H 0.091
44. H 0.155
45. H 0.125
46. O 0.149
47. H 0.133
48. H 0.087
49. H 0.123
50. H 0.140
51. H 0.085
52. O -0.186
53. H 0.152
54. O -0.185
55. H 0.123
56. O -0.167
57. H 0.132
58. H 0.139
59. H 0.109
60. O 0.097
61. H 0.093
62. H 0.135
63. O -0.197
64. H 0.154
65. C -0.230
66. C -0.086
67. H 0.124
68. H 0.122
69. O 0.179
70. C -0.552
71. H 0.140
72. O 0.072
73. C -0.646
74. H 0.102
75. C -0.095
76. H 0.116
77. O -0.217
78. H 0.089
79. C -0.202
80. H 0.132
81. H 0.086
82. H 0.111
83. O 0.160
84. C -0.195
85. C -0.216
86. C -0.230
87. H 0.103
88. F 0.036
89. C -0.144
90. O 0.142
91. H 0.122
92. H 0.177
93. H 0.117
94. C -0.269
95. F 0.056
96. H 0.086
97. H 0.080
98. C -0.128
99. C -0.524

Number 1: frontier orbital gap 6.81 eV. Number 2: frontier orbital gap 6.76 eV. Number 3: frontier orbital gap 10.05 eV.